The following is a quantum chemistry calculation of a gas-phase ion, C8H13N2O (charge +1), from the OMol25 dataset.

```
24
C8H13N2O the ωB97M-V functional and the def2-TZVPD basis
N 1.5655 -1.5812 -1.0173
C 0.6950 -0.6866 -0.3429
C -0.2894 -1.0786 0.4758
C -1.1464 -0.1294 1.1221
C -2.5920 -0.4516 0.5973
C -2.6459 0.1871 -0.7948
O -2.7137 -0.1965 -1.9614
C -0.8391 1.3117 0.7841
C 0.2490 1.7141 0.1768
C 1.0558 0.7666 -0.7057
N 2.5201 1.0418 -0.2515
H 2.5153 -1.4191 -0.8195
H 1.2933 -2.5479 -0.8301
H -0.4066 -2.1161 0.8029
H -1.2129 -0.3229 2.1235
H -3.4138 0.0027 1.1852
H -2.7131 -1.4945 0.6116
H -2.4349 1.2884 -0.7262
H -1.4346 2.0509 1.3766
H 0.4335 2.7898 0.0580
H 0.9100 0.9746 -1.7736
H 2.9969 0.1665 -0.4471
H 2.3931 1.0992 0.8184
H 3.0155 1.8624 -0.7721
```

Values from the calculation:
- ΔE to the lowest compared entry with this formula, charge and spin (eV) = 2.743
- orbital gap (eV) = 8.71
- E_LUMO (eV) = -3.79
- SMILES string = NC1=C[C@H](CC=O)C=C[C@H]1[NH3+]
- multiplicity = 1
- strongest force on any atom (eV Å⁻¹) = 4.31
- net charge = +1